{"formula": "C35H52OP4Re", "method": "ωB97M-V/def2-TZVPD", "species": ["Re", "P", "P", "P", "H", "C", "C", "H", "C", "C", "C", "C", "C", "C", "C", "C", "C", "H", "H", "H", "H", "H", "H", "H", "H", "H", "H", "H", "H", "H", "H", "H", "H", "H", "H", "H", "H", "H", "H", "H", "H", "H", "H", "H", "H", "H", "C", "C", "C", "C", "C", "C", "O", "H", "H", "H", "H", "H", "H", "C", "C", "C", "C", "C", "C", "P", "C", "C", "C", "C", "C", "C", "C", "C", "C", "C", "C", "C", "H", "H", "H", "H", "H", "H", "H", "H", "H", "H", "H", "H", "H", "H", "H"], "coordinates": [[0.819070, 0.114503, -0.067353], [2.547284, 1.064754, 1.231287], [-0.210113, 1.908920, -1.020709], [2.459234, -0.312264, -1.682462], [-1.234073, -1.670699, -0.640280], [-0.156257, -1.691326, -0.811324], [0.718944, -2.059773, 0.305220], [0.252333, -2.389865, 1.236046], [2.465717, 1.531922, 3.007234], [3.177560, 2.677645, 0.599535], [4.071941, 0.015479, 1.341372], [-1.642329, 1.216036, -1.919701], [-1.034576, 3.292301, -0.146026], [0.757773, 2.866547, -2.252681], [3.377345, -1.910679, -1.564738], [3.833050, 0.830853, -2.159750], [1.830958, -0.528828, -3.377585], [0.124279, -1.998680, -1.819438], [1.659642, -2.568864, 0.099362], [2.305417, 0.652882, 3.640127], [1.671883, 2.250453, 3.227294], [3.420439, 1.999645, 3.297080], [2.352909, 3.394686, 0.476454], [3.691290, 2.573226, -0.361965], [3.889491, 3.097323, 1.326589], [3.843611, -0.945068, 1.818513], [4.819714, 0.525675, 1.962971], [4.522848, -0.192939, 0.366180], [-2.092678, 2.014257, -2.522269], [-2.389020, 0.801162, -1.236713], [-1.319697, 0.380339, -2.542855], [-1.548021, 3.905754, -0.901756], [-0.305967, 3.913682, 0.393495], [-1.772325, 2.924244, 0.579121], [0.138556, 3.716057, -2.576502], [1.020949, 2.256353, -3.125910], [1.681007, 3.256287, -1.799145], [4.090902, -1.953014, -2.400755], [2.696740, -2.767166, -1.656112], [3.931034, -2.000411, -0.623375], [4.317312, 0.407745, -3.051774], [4.595186, 0.948130, -1.383291], [3.432126, 1.815667, -2.429677], [2.547258, -1.097700, -3.984873], [1.639648, 0.437092, -3.858157], [0.894080, -1.080317, -3.357413], [-1.110350, -1.320171, -5.345857], [-2.271315, -1.075968, -6.117652], [-2.667524, -2.058877, -7.028188], [-1.906394, -3.230587, -7.194829], [-0.734242, -3.412679, -6.464287], [-0.316378, -2.442200, -5.550820], [-0.760477, -0.533799, -4.265201], [-1.148849, 0.366526, -4.271931], [-2.840111, -0.150701, -5.971677], [-3.579561, -1.920238, -7.611013], [-2.231417, -3.987416, -7.908948], [-0.118883, -4.307217, -6.587675], [0.599661, -2.542048, -4.977598], [-2.859333, 3.694155, 4.110329], [-1.542772, 3.826405, 3.663416], [-0.921696, 2.774829, 2.989393], [-1.591953, 1.557752, 2.766538], [-2.919913, 1.444692, 3.223016], [-3.550449, 2.503446, 3.874590], [-0.647308, 0.140922, 2.039982], [-0.034502, -0.617030, 3.633347], [1.085053, -1.476613, 3.623630], [1.548428, -2.072055, 4.797602], [0.909371, -1.818990, 6.012629], [-0.199532, -0.971938, 6.043279], [-0.663905, -0.378931, 4.865794], [-2.081084, -0.965362, 1.701927], [-2.168032, -2.272019, 2.201101], [-3.182813, -3.123925, 1.759367], [-4.118413, -2.679843, 0.822951], [-4.064074, -1.366821, 0.351891], [-3.079629, -0.498438, 0.829361], [-3.344364, 4.512965, 4.643632], [-0.990880, 4.751833, 3.838039], [0.085927, 2.923103, 2.603165], [-3.475700, 0.516470, 3.097233], [-4.581327, 2.386892, 4.205253], [1.609064, -1.693916, 2.693616], [2.409593, -2.742710, 4.752676], [1.272107, -2.283242, 6.928182], [-0.716007, -0.772812, 6.980490], [-1.535176, 0.271574, 4.921802], [-1.447406, -2.631630, 2.936473], [-3.227920, -4.140126, 2.142572], [-4.890942, -3.356010, 0.458486], [-4.781997, -1.005202, -0.386852], [-3.109073, 0.555890, 0.537487]], "forces_ev_per_a": [[-0.904, -0.123, 1.784], [3.150, 1.426, 1.619], [-1.985, 3.521, -0.438], [2.933, -0.391, -2.797], [0.078, 0.569, 0.265], [2.156, -2.745, 0.893], [-3.262, -1.527, -0.848], [0.039, 0.271, -0.266], [-0.676, -0.225, 0.481], [-0.124, 0.106, -0.514], [-0.222, -0.258, -0.370], [0.207, -0.532, -0.185], [0.032, -0.075, 0.288], [0.265, -0.324, -0.126], [-0.059, -0.181, 0.445], [0.007, 0.146, 0.332], [-0.609, -0.172, -0.117], [0.091, 0.150, 0.256], [0.215, 0.618, 0.019], [0.036, 0.183, -0.162], [0.176, -0.195, -0.091], [-0.189, -0.231, -0.439], [0.190, -0.171, 0.137], [-0.177, 0.068, 0.289], [-0.254, -0.258, -0.159], [-0.052, 0.183, -0.014], [-0.288, 0.044, -0.132], [-0.088, 0.126, 0.252], [0.093, -0.062, 0.097], [0.180, 0.270, -0.044], [-0.149, 0.210, 0.331], [0.212, -0.175, 0.159], [-0.203, -0.152, -0.203], [0.229, 0.072, -0.234], [0.147, -0.257, 0.097], [-0.044, 0.228, 0.224], [-0.337, -0.082, -0.122], [-0.221, 0.159, 0.256], [0.129, 0.221, -0.024], [-0.123, -0.054, -0.231], [-0.190, 0.027, 0.277], [-0.152, -0.004, -0.215], [0.125, -0.232, 0.068], [0.076, 0.289, 0.288], [0.118, -0.265, 0.082], [0.510, 0.135, 0.033], [-0.330, 1.607, 1.580], [-0.818, -0.562, -1.109], [-0.386, 1.836, 0.788], [-0.537, -0.258, -0.551], [1.918, 0.473, 1.585], [0.273, -1.992, -0.894], [-0.963, -0.523, -2.300], [-0.210, -0.681, -0.533], [0.107, -0.451, -0.124], [0.268, -0.007, 0.164], [0.069, 0.152, 0.144], [-0.282, 0.275, -0.094], [-0.158, -0.189, -0.167], [0.008, -0.122, -0.038], [0.132, -0.064, -0.035], [-0.337, -0.043, 0.042], [0.378, 0.981, -0.366], [0.061, -0.291, -0.164], [0.308, 0.131, -0.016], [-1.951, -0.503, 2.787], [1.132, -0.358, -0.220], [-0.260, 0.102, 0.184], [-0.003, -0.011, -0.173], [-0.096, 0.079, -0.107], [0.132, -0.128, -0.338], [-0.196, 0.205, -0.205], [0.066, -0.107, -0.593], [0.179, -0.012, -0.232], [-0.028, 0.196, 0.009], [0.149, -0.098, -0.090], [0.140, 0.335, 0.131], [-0.018, -0.306, -0.400], [0.148, -0.223, -0.186], [-0.210, -0.254, -0.041], [-0.258, 0.008, 0.108], [0.160, 0.274, 0.038], [0.260, 0.024, -0.038], [-0.030, 0.067, 0.150], [-0.275, 0.223, 0.080], [-0.082, 0.114, -0.208], [0.127, -0.026, -0.217], [0.262, -0.138, 0.027], [-0.141, 0.065, -0.209], [-0.071, 0.193, -0.020], [0.182, 0.153, 0.120], [0.042, -0.128, 0.372], [0.050, -0.352, 0.115]], "e_tot_ha": -2882.24774, "s_squared": 4.1817, "total_charge": 4, "max_force_ev_per_a": 4.1, "multiplicity": 4, "gap_ev": [4.1, 4.2], "lumo_ha": [-0.523, -0.516], "e_homo_ha": [-0.6717, -0.6716]}